{"formula": "C9H27BNO7S2", "method": "ωB97M-V/def2-TZVPD", "elements": ["C", "C", "O", "C", "B", "N", "H", "H", "H", "H", "H", "H", "H", "H", "H", "H", "H", "O", "S", "O", "O", "C", "C", "C", "H", "H", "H", "H", "H", "H", "H", "H", "O", "S", "O", "O", "C", "C", "C", "H", "H", "H", "H", "H", "H", "H", "H"], "positions_angstrom": [[-0.33, -1.43, 0.78], [-1.37, -0.28, 0.48], [-1.98, -0.35, -0.78], [-3.10, -1.22, -0.97], [-3.69, -2.16, 0.22], [-4.58, -1.44, 1.27], [0.00, -1.33, 1.83], [0.54, -1.28, 0.09], [-0.76, -2.42, 0.57], [-2.03, -0.08, 1.34], [-0.72, 0.63, 0.44], [-3.96, -0.60, -1.35], [-2.86, -1.90, -1.84], [-2.85, -2.81, 0.83], [-4.41, -3.00, -0.31], [-5.53, -1.34, 0.96], [-4.21, -0.54, 1.56], [2.62, -2.19, -0.94], [2.19, -2.49, -2.27], [1.03, -3.29, -2.53], [3.43, -3.11, -3.09], [4.08, -4.26, -2.55], [3.26, -5.53, -2.72], [2.03, -0.99, -3.18], [4.33, -4.09, -1.49], [5.02, -4.37, -3.09], [2.34, -5.48, -2.13], [3.82, -6.40, -2.39], [2.97, -5.66, -3.76], [2.93, -0.39, -3.03], [1.15, -0.47, -2.81], [1.90, -1.23, -4.24], [-0.88, 2.88, 1.89], [-0.20, 4.05, 1.43], [1.22, 4.06, 1.20], [-0.58, 5.29, 2.40], [-0.34, 5.13, 3.80], [1.13, 5.23, 4.15], [-1.01, 4.65, -0.02], [-0.77, 4.19, 4.16], [-0.89, 5.94, 4.29], [1.69, 4.40, 3.73], [1.27, 5.22, 5.23], [1.56, 6.15, 3.74], [-2.08, 4.68, 0.15], [-0.78, 3.96, -0.83], [-0.62, 5.64, -0.26]], "total_charge": -1, "max_force_ev_per_a": 1.794, "relative_energy_kcal_mol": 12.4}

=====

{"formula": "H24O12", "method": "ωB97M-V/def2-TZVPD", "elements": ["O", "H", "H", "O", "H", "H", "O", "H", "H", "O", "H", "H", "O", "H", "H", "O", "H", "H", "O", "H", "H", "O", "H", "H", "O", "H", "H", "O", "H", "H", "O", "H", "H", "O", "H", "H"], "positions_angstrom": [[0.03, -0.58, -0.47], [-0.06, 0.08, -1.17], [0.76, -0.25, 0.07], [-3.03, 0.82, -0.79], [-2.64, 0.72, -1.67], [-2.58, 0.16, -0.25], [-0.12, -4.15, -2.39], [-0.21, -3.95, -3.33], [0.82, -4.03, -2.22], [1.64, 3.28, -2.27], [2.35, 2.93, -2.81], [1.93, 3.13, -1.36], [0.41, 1.18, -2.46], [0.89, 1.24, -3.30], [-0.51, 1.27, -2.71], [-0.98, 3.68, -1.97], [-0.23, 3.24, -1.57], [-0.67, 4.57, -2.16], [2.06, -2.00, 0.54], [1.26, -1.80, 0.05], [2.77, -1.80, -0.08], [-0.89, 0.98, 3.19], [-0.72, 0.62, 4.07], [-1.02, 1.92, 3.34], [-0.90, -2.35, -1.20], [-1.58, -1.67, -1.19], [-1.39, -3.17, -1.02], [-2.85, -1.71, 3.13], [-2.30, -1.38, 2.41], [-2.91, -0.96, 3.74], [1.09, 2.44, 1.77], [0.44, 2.87, 1.21], [1.22, 3.06, 2.50], [2.83, -2.46, 3.49], [2.56, -2.91, 2.68], [2.54, -3.05, 4.20]], "total_charge": 0, "max_force_ev_per_a": 2.423, "relative_energy_kcal_mol": 101.7}